Density functional theory data (the ωB97M-V functional and the def2-TZVPD basis) for C11H13NO2 in the gas phase.

The HOMO-LUMO gap is 9.3 eV. As for the SMILES: COc1cc2c(cc1OC)CCN=C2. For the energy above the lowest of the compared OMol25 structures with the same formula, charge and spin, the calculation gives 2.7789 eV. The highest occupied orbital energy comes out at -8.72 eV.

Each atom is followed by the atoms it is bonded to, with distances in Å.
Element x y z (Å)
1 C -0.0964 -0.2355 -1.3790  C12 1.423, C18 1.440, O20 1.353
2 H 0.6592 0.5179 3.3399  C4 1.141
3 H -1.5285 1.4507 -1.5692  C18 1.120
4 C -0.3724 0.7249 2.8986  H2 1.141, C5 1.535, H16 1.083, C25 1.530
5 C -0.6755 2.2269 2.9880  C4 1.535, H6 1.100, N7 1.439, H26 1.073
6 H -0.8610 2.4954 4.0388  C5 1.100
7 N -1.7424 2.6995 2.1464  C5 1.439, C27 1.282
8 H -2.7760 2.3939 0.3681  C27 1.137
9 C 0.6338 -0.6287 0.9040  C12 1.399, H22 1.100, C25 1.399
10 H 2.1039 -0.6457 -3.0273  C24 1.119
11 H 1.5111 -4.0614 -1.3307  C23 1.156
12 C 0.6441 -1.0100 -0.4421  C1 1.423, C9 1.399, O15 1.415
13 H 0.9974 -0.4651 -4.3614  C24 1.060
14 H 0.2439 -3.0409 -2.2238  C23 1.110
15 O 1.5505 -1.9875 -0.9154  C12 1.415, C23 1.431
16 H -1.0983 0.0572 3.3451  C4 1.083
17 H 0.1372 -3.4228 -0.4082  C23 1.119
18 C -0.9105 0.8362 -0.8658  C1 1.440, H3 1.120, C19 1.391
19 C -1.0424 1.0345 0.5044  C18 1.391, C25 1.410, C27 1.460
20 O -0.0327 -0.5111 -2.7022  C1 1.353, C24 1.384
21 H 1.3689 0.9359 -3.3995  C24 1.135
22 H 1.2581 -1.2643 1.5489  C9 1.100
23 C 0.7994 -3.1528 -1.2690  H11 1.156, H14 1.110, O15 1.431, H17 1.119
24 C 1.1421 -0.1748 -3.3524  H10 1.119, H13 1.060, O20 1.384, H21 1.135
25 C -0.2220 0.3488 1.4234  C4 1.530, C9 1.399, C19 1.410
26 H 0.2039 2.7791 2.7170  C5 1.073
27 C -1.8953 2.0996 1.0237  N7 1.282, H8 1.137, C19 1.460